P:
Density functional theory data (ωB97M-V/def2-TZVPD) for the molecule C5H8N2.

Cartesian coordinates (Å):
N 1.0824 -0.4671 -0.5085
N 0.0302 2.7190 0.9739
C 1.0748 -0.9812 0.8444
C -0.2468 -0.1716 -1.0002
C 0.3939 1.8914 0.2506
C 0.7712 0.9282 -0.7625
C -1.5314 -0.3288 -0.1026
H -1.5147 -0.3594 1.0046
H 1.2188 -2.0628 0.7923
H -2.0398 -1.2608 -0.3693
H 0.0981 -0.7902 1.2805
H -2.1968 0.5060 -0.3103
H -0.3992 -0.4717 -2.0400
H 1.4133 1.3830 -1.5227
H 1.8458 -0.5340 1.4698

As for the orbital gap: 10.57 eV. The calculation puts the LUMO energy at 0.92 eV. As for the HOMO energy: -9.656 eV. Its molar mass is 96.1 g/mol.

Q:
Density functional theory data (ωB97M-V/def2-TZVPD) for the molecule C5H8N2.

Cartesian coordinates (Å):
N 0.7250 0.5743 0.7417
N 0.7741 -1.0926 -0.8649
C 1.3790 -0.4158 0.0305
C 2.1896 0.6844 0.5652
C -1.6685 -1.0763 0.2734
C -0.6467 -0.4943 -0.7434
C -0.2604 0.9364 -0.2931
H -1.5250 -2.1358 0.4987
H -1.0769 -0.5392 -1.7492
H -1.0663 1.5241 0.1423
H 2.7258 0.5801 1.5076
H 0.2100 1.4667 -1.1345
H -2.6937 -0.9588 -0.1083
H -1.6377 -0.5247 1.2211
H 2.5715 1.4716 -0.0871

As for the orbital gap: 10.49 eV. The calculation puts the LUMO energy at 1.04 eV. As for the HOMO energy: -9.446 eV. Its molar mass is 96.1 g/mol.

R:
Density functional theory data (ωB97M-V/def2-TZVPD) for the molecule C5H8N2.

Cartesian coordinates (Å):
N 1.8724 -0.9266 -0.2845
N 0.8369 1.2740 -0.2046
C -0.0953 -0.2764 1.0305
C -1.6945 -0.5579 -0.3283
C -0.4276 1.7043 0.0693
C 1.0150 0.0043 0.3068
C -1.1459 0.6369 0.6890
H 1.4973 1.7409 -0.8083
H -2.4304 -0.1436 -0.9920
H 1.6380 -1.8530 0.0521
H -2.0843 -1.4572 0.1729
H -0.8900 -0.9822 -0.9860
H -0.6259 2.7700 -0.0726
H -0.3236 -1.1921 1.5478
H 2.8580 -0.7411 -0.1921

As for the orbital gap: 8.09 eV. The calculation puts the LUMO energy at 0.85 eV. As for the HOMO energy: -7.241 eV. Its molar mass is 96.1 g/mol.

S:
Density functional theory data (ωB97M-V/def2-TZVPD) for the molecule C5H8N2.

Cartesian coordinates (Å):
N -0.5139 -1.4646 -0.0207
N -0.9024 -0.5418 0.6197
C 0.9892 0.7346 -0.0822
C -0.0805 0.6321 0.7125
C 1.2396 -0.1094 -1.3503
C -2.2939 -0.4338 1.1567
C 2.4162 -0.4663 -1.8258
H -2.8194 0.6044 0.8933
H 2.3270 -1.0919 -2.6374
H 3.3232 -0.1833 -1.2616
H 0.3071 -0.5652 -1.7476
H -0.1557 1.2303 1.5157
H -2.9210 -1.3559 0.8305
H 1.6751 1.5075 0.3042
H -2.3035 -0.5216 2.1459

As for the orbital gap: 8.32 eV. The calculation puts the LUMO energy at 0.62 eV. As for the HOMO energy: -7.691 eV. Its molar mass is 96.1 g/mol.

Which structure is the least stable? The one labeled S.

P:
Density functional theory data (ωB97M-V/def2-TZVPD) for the molecule C5H8N2.

Cartesian coordinates (Å):
N 1.1185 0.1439 0.3693
N -2.3978 0.5129 -0.1668
C 0.0697 0.9601 0.1371
C -1.0272 0.0801 -0.3808
C 2.4200 0.3451 0.2587
C 0.6084 -1.1829 0.6286
C -0.6597 -1.2421 0.2496
H 2.7716 1.2917 -0.1236
H -2.4383 1.5218 -0.2673
H -1.3383 -2.0807 0.3272
H 1.2976 -1.9186 1.0232
H -2.9823 0.1407 -0.9101
H -0.8072 -0.0835 -1.4639
H 3.0905 -0.4586 0.5180
H 0.2744 1.9700 -0.1993

As for the orbital gap (spin up / spin down): 7.54 / 7.54 eV. The calculation puts the LUMO energy (spin up / spin down) at 0.85 / 0.85 eV. As for the HOMO energy (spin up / spin down): -6.690 / -6.690 eV. Its molar mass is 96.1 g/mol.

Q:
Density functional theory data (ωB97M-V/def2-TZVPD) for the molecule C5H8N2.

Cartesian coordinates (Å):
N -1.2362 -0.2238 -0.3592
N -2.0356 1.6387 1.0588
C 1.0663 -0.6225 -0.3578
C -0.1281 -0.9851 -0.8211
C -1.0218 0.7858 0.5286
C 0.0300 1.2745 1.1003
C 2.3176 -1.3499 -0.8264
H -2.1934 -0.4511 -0.5582
H -2.5148 1.3989 1.9045
H -2.2837 2.4806 0.5757
H 2.1068 -2.1917 -1.5218
H 3.0025 -0.6809 -1.3608
H 0.3613 2.0607 1.7730
H -0.3906 -1.7889 -1.5384
H 2.8847 -1.7776 0.0079

As for the orbital gap: 7.77 eV. The calculation puts the LUMO energy at 0.20 eV. As for the HOMO energy: -7.570 eV. Its molar mass is 96.1 g/mol.

R:
Density functional theory data (ωB97M-V/def2-TZVPD) for the molecule C5H8N2.

Cartesian coordinates (Å):
N 0.4732 0.7325 -0.3669
N 2.3813 -0.6296 -0.1591
C 1.1271 -0.2863 0.2052
C 0.3220 -0.8949 1.2071
C -1.9486 0.2969 -0.6874
C -0.8689 -0.2195 1.4035
C -0.8696 0.8015 0.2921
H -1.6936 0.5606 -1.7180
H -2.9403 0.6796 -0.4296
H -2.0084 -0.7955 -0.6069
H 2.7824 -0.2839 -1.0158
H 0.6481 -1.7858 1.7388
H -1.0272 1.8392 0.6117
H 0.9450 1.5204 -0.7914
H 2.7551 -1.4983 0.1897

As for the orbital gap: 7.94 eV. The calculation puts the LUMO energy at 0.59 eV. As for the HOMO energy: -7.347 eV. Its molar mass is 96.1 g/mol.

Which structure is the least stable? The one labeled Q.

P:
Density functional theory data (ωB97M-V/def2-TZVPD) for the molecule C5H8N2.

Cartesian coordinates (Å):
N 0.4972 1.2350 0.3846
N -2.5817 0.0053 -0.7003
C -1.3720 0.1308 0.0866
C 0.8959 -0.0881 0.0079
C 2.3401 -0.4589 -0.0439
C -0.2177 -0.7757 -0.2472
C -0.8031 1.5125 0.3188
H -3.1665 0.8130 -0.5101
H 2.9005 0.2050 -0.7130
H -3.1044 -0.8179 -0.4109
H 2.8041 -0.4021 0.9478
H 1.1711 1.9260 0.6874
H -0.2730 -1.8038 -0.5864
H -1.5420 0.0007 1.1891
H 2.4515 -1.4819 -0.4103

As for the orbital gap: 9.34 eV. The calculation puts the LUMO energy at 0.90 eV. As for the HOMO energy: -8.433 eV. Its molar mass is 96.1 g/mol.

Q:
Density functional theory data (ωB97M-V/def2-TZVPD) for the molecule C5H8N2.

Cartesian coordinates (Å):
N -0.9793 1.8913 -0.2059
N -0.8819 0.2432 2.8583
C -0.1512 0.8509 0.3878
C -0.5618 0.4965 1.7750
C -0.1455 -0.3811 -0.5093
C 1.1255 -0.8254 -1.1747
C 0.5244 -1.6491 -0.0724
H -0.9480 2.7346 0.3591
H -1.9491 1.5860 -0.2205
H 0.8705 1.2425 0.4624
H 0.0377 -2.5856 -0.3288
H -1.0630 -0.4866 -1.0846
H 1.0152 -1.6541 0.8979
H 2.0318 -0.2669 -0.9504
H 1.0747 -1.1961 -2.1940

As for the orbital gap: 11.33 eV. The calculation puts the LUMO energy at 0.96 eV. As for the HOMO energy: -10.371 eV. Its molar mass is 96.1 g/mol.

R:
Density functional theory data (ωB97M-V/def2-TZVPD) for the molecule C5H8N2.

Cartesian coordinates (Å):
N 0.9233 0.0906 0.5777
N -2.5520 0.5957 -0.3125
C -0.1617 0.9201 0.2692
C 2.0028 0.2657 -0.3899
C 0.4255 -1.2047 0.6323
C -0.9038 -1.2029 0.3531
C -1.2740 0.1655 0.0821
H 2.8521 -0.3775 -0.1533
H -0.0055 1.9838 0.1437
H -2.9569 -0.0767 -0.9538
H 1.6062 0.0057 -1.3824
H 1.0983 -2.0325 0.8251
H -2.4916 1.4885 -0.7902
H -1.5627 -2.0614 0.3219
H 2.3253 1.3094 -0.4052

As for the orbital gap: 8.82 eV. The calculation puts the LUMO energy at 1.07 eV. As for the HOMO energy: -7.754 eV. Its molar mass is 96.1 g/mol.

Which structure is the least stable? The one labeled P.